Formula: C65H146As4ClF24N8
Source: OMol25
Level of theory: ωB97M-V with the def2-TZVPD basis set

Charge: +3
DFT total energy in eV: -402783.1459
Lowest unoccupied orbital energy in Ha: -0.1521
2S+1: 1

Geometry (Å):
C 9.167 -15.601 -24.338
C 9.399 -16.467 -23.077
C 10.900 -16.765 -23.082
N 11.464 -17.702 -22.177
C 10.744 -19.019 -22.152
C 11.329 -17.218 -20.657
C 12.696 -16.570 -20.433
C 13.690 -17.483 -21.187
C 12.922 -17.916 -22.435
H 9.131 -16.289 -25.235
H 9.964 -14.868 -24.427
H 8.277 -15.003 -24.239
H 8.838 -17.422 -23.087
H 9.069 -15.848 -22.249
H 11.433 -15.854 -22.931
H 11.117 -17.245 -24.056
H 11.247 -19.729 -21.489
H 10.693 -19.370 -23.173
H 9.764 -18.760 -21.716
H 11.141 -18.179 -20.133
H 10.482 -16.581 -20.538
H 12.913 -16.440 -19.386
H 12.671 -15.582 -20.862
H 13.830 -18.427 -20.656
H 14.570 -17.008 -21.385
H 13.066 -18.950 -22.712
H 13.183 -17.397 -23.343
C 13.712 -16.744 -16.699
C 14.903 -17.609 -17.125
C 14.633 -19.097 -16.822
N 15.664 -20.079 -17.375
C 17.018 -19.770 -16.783
C 15.745 -20.123 -18.887
C 15.656 -21.586 -19.331
C 15.811 -22.369 -18.030
C 15.220 -21.502 -16.977
H 13.743 -15.679 -16.964
H 13.533 -16.676 -15.632
H 12.816 -17.226 -17.168
H 15.844 -17.242 -16.641
H 14.946 -17.610 -18.263
H 13.750 -19.467 -17.365
H 14.605 -19.289 -15.742
H 17.391 -18.771 -17.170
H 17.632 -20.522 -17.191
H 17.007 -19.803 -15.666
H 16.626 -19.566 -19.169
H 14.946 -19.581 -19.272
H 16.341 -21.813 -20.074
H 14.748 -21.761 -19.863
H 16.898 -22.500 -17.799
H 15.294 -23.321 -18.040
H 15.635 -21.882 -15.986
H 14.141 -21.441 -17.006
C 21.818 -16.211 -22.514
C 20.604 -15.577 -23.150
C 20.252 -14.179 -22.637
N 20.246 -13.062 -23.615
C 19.128 -13.221 -24.639
C 21.500 -12.832 -24.363
C 21.430 -11.393 -24.900
C 20.461 -10.686 -23.934
C 20.066 -11.751 -22.948
H 22.820 -15.587 -22.672
H 22.066 -17.215 -22.893
H 21.765 -16.318 -21.432
H 19.596 -16.054 -23.152
H 20.787 -15.526 -24.190
H 21.055 -13.787 -21.940
H 19.254 -14.075 -22.159
H 19.357 -12.742 -25.665
H 18.154 -12.831 -24.239
H 18.992 -14.289 -24.756
H 21.653 -13.610 -25.117
H 22.287 -12.922 -23.576
H 20.983 -11.538 -25.956
H 22.420 -10.971 -25.072
H 19.612 -10.181 -24.384
H 20.974 -9.901 -23.329
H 18.999 -11.676 -22.586
H 20.786 -11.861 -22.067
C 13.001 -22.989 -23.135
C 12.774 -23.469 -21.685
C 11.605 -24.474 -21.718
N 10.670 -24.612 -20.510
C 11.440 -24.783 -19.186
C 9.760 -25.767 -20.807
C 8.749 -25.244 -21.838
C 8.513 -23.796 -21.415
C 9.648 -23.401 -20.512
H 13.888 -22.439 -23.316
H 12.137 -22.333 -23.408
H 12.959 -23.796 -23.918
H 12.562 -22.641 -21.009
H 13.660 -23.910 -21.344
H 12.022 -25.446 -21.840
H 11.022 -24.214 -22.601
H 12.240 -25.452 -19.446
H 10.736 -25.334 -18.569
H 11.746 -23.793 -18.812
H 9.364 -26.049 -19.818
H 10.472 -26.573 -21.158
H 7.817 -25.782 -21.813
H 9.089 -25.346 -22.846
H 7.514 -23.628 -21.046
H 8.411 -23.179 -22.344
H 9.279 -23.431 -19.526
H 10.178 -22.438 -20.572
C 5.314 -16.252 -24.080
C 4.875 -17.297 -25.010
C 3.882 -18.229 -24.278
N 3.695 -19.607 -24.886
C 4.877 -20.442 -24.519
C 3.379 -19.679 -26.363
C 1.797 -19.550 -26.456
C 1.302 -19.514 -24.956
C 2.448 -20.194 -24.167
H 5.782 -16.688 -23.198
H 4.455 -15.700 -23.763
H 6.024 -15.475 -24.465
H 5.707 -18.015 -25.325
H 4.407 -17.006 -25.924
H 2.917 -17.789 -24.215
H 4.304 -18.402 -23.318
H 5.690 -20.148 -25.177
H 4.557 -21.518 -24.827
H 5.076 -20.275 -23.477
H 3.776 -20.650 -26.696
H 3.881 -18.916 -26.913
H 1.323 -20.374 -26.982
H 1.481 -18.596 -26.858
H 0.355 -20.113 -24.913
H 1.170 -18.453 -24.687
H 2.473 -21.282 -24.223
H 2.630 -19.937 -23.144
C 8.722 -16.402 -17.465
C 9.173 -17.652 -16.695
C 7.938 -18.610 -16.824
N 7.917 -19.789 -15.819
C 7.742 -19.275 -14.407
C 9.186 -20.601 -16.104
C 8.897 -21.332 -17.399
C 7.420 -21.622 -17.423
C 6.813 -20.736 -16.311
H 7.966 -15.976 -16.903
H 8.400 -16.721 -18.449
H 9.502 -15.593 -17.476
H 9.403 -17.284 -15.637
H 9.991 -18.088 -17.268
H 7.935 -19.066 -17.809
H 7.038 -18.029 -16.632
H 7.681 -20.098 -13.718
H 6.781 -18.713 -14.380
H 8.566 -18.609 -14.185
H 9.452 -21.315 -15.292
H 10.008 -19.922 -16.224
H 9.562 -22.181 -17.421
H 9.126 -20.630 -18.217
H 7.127 -22.714 -17.269
H 6.920 -21.335 -18.345
H 6.606 -21.292 -15.383
H 5.903 -20.118 -16.438
C 19.139 -23.525 -29.622
C 18.178 -22.496 -29.058
C 17.380 -22.984 -27.838
N 16.127 -22.170 -27.561
C 16.436 -20.703 -27.539
C 15.424 -22.617 -26.291
C 14.691 -23.948 -26.652
C 14.484 -23.876 -28.173
C 15.067 -22.493 -28.620
H 19.408 -23.160 -30.669
H 18.676 -24.468 -29.847
H 20.042 -23.674 -29.062
H 17.476 -22.116 -29.833
H 18.812 -21.581 -28.809
H 18.014 -23.076 -26.979
H 17.052 -24.056 -27.961
H 17.119 -20.504 -26.737
H 15.461 -20.331 -27.377
H 16.625 -20.218 -28.483
H 14.721 -21.831 -26.048
H 16.119 -22.590 -25.443
H 13.777 -24.063 -26.062
H 15.426 -24.797 -26.460
H 13.452 -23.946 -28.525
H 14.943 -24.704 -28.722
H 14.356 -21.620 -28.687
H 15.621 -22.643 -29.539
C 16.427 -16.389 -27.048
C 15.150 -15.687 -26.778
C 14.091 -15.821 -27.862
N 12.894 -14.919 -27.601
C 13.236 -13.402 -27.549
C 13.674 -12.831 -28.920
C 12.694 -13.013 -30.039
C 12.313 -14.553 -30.120
C 11.874 -15.119 -28.738
C 12.144 -15.245 -26.344
H 16.247 -17.432 -27.333
H 17.015 -16.298 -26.101
H 16.991 -15.851 -27.794
H 15.342 -14.610 -26.642
H 14.643 -15.979 -25.863
H 13.606 -16.850 -27.970
H 14.473 -15.468 -28.836
H 13.984 -13.125 -26.783
H 12.345 -12.802 -27.287
H 14.704 -13.205 -29.149
H 13.787 -11.763 -28.726
H 13.161 -12.743 -30.965
H 11.850 -12.346 -29.833
H 13.264 -15.074 -30.470
H 11.519 -14.897 -30.829
H 11.663 -16.215 -28.781
H 10.978 -14.626 -28.388
H 11.332 -14.584 -26.217
H 12.919 -15.176 -25.563
H 11.779 -16.235 -26.487
Cl 11.978 -21.098 -18.517
As 15.448 -14.064 -22.806
F 15.788 -15.147 -21.451
F 14.075 -15.050 -23.308
F 15.221 -12.872 -24.136
F 16.994 -13.309 -22.325
F 16.363 -15.110 -23.835
F 14.402 -13.155 -21.838
As 6.622 -19.152 -20.931
F 5.357 -18.025 -20.889
F 7.758 -17.901 -20.529
F 7.950 -20.366 -21.012
F 5.425 -20.389 -21.320
F 6.759 -18.780 -22.615
F 6.395 -19.507 -19.248
As 16.392 -19.889 -23.292
F 16.761 -18.276 -22.879
F 17.731 -19.993 -24.534
F 16.053 -21.597 -23.625
F 15.098 -19.907 -22.125
F 15.294 -19.392 -24.587
F 17.603 -20.320 -21.994
As 11.504 -19.408 -26.873
F 12.188 -18.636 -28.294
F 10.297 -20.201 -27.795
F 10.985 -20.151 -25.456
F 12.541 -18.513 -25.840
F 10.392 -18.037 -26.643
F 12.632 -20.647 -27.193

These are the Mulliken partial charges, in e, on atoms 1 to 99: -1.3233, 0.1239, -0.3417, 1.0780, -1.5299, -0.5743, -0.8812, 0.2880, 1.0061, 0.1850, 0.3377, 0.3951, -0.2216, 0.4193, 0.6388, -0.1418, 0.8625, 0.0632, 0.4086, 0.1485, 0.3764, 0.2238, 0.3773, -0.7685, 1.0346, 0.4995, -1.7154, -1.2554, 0.3432, -0.8095, 0.6741, -1.1276, 0.0152, -0.0651, -0.8132, -0.4914, 0.4124, 0.4102, 0.0839, 0.3355, -0.0547, 0.0554, 0.5448, 0.3846, 0.5157, 0.2599, 0.2217, -0.3950, 0.6230, -0.2779, 0.2890, 0.4483, 0.3106, 0.3210, -1.3648, -0.4891, -0.3604, 0.2305, -0.9685, -0.5540, -0.6246, -0.6184, -0.4845, 0.2635, 0.3912, 0.3498, 0.3320, 0.3424, 0.4123, 0.3178, 0.2025, 0.1919, 0.5141, 0.3796, 0.3997, 0.2453, 0.4589, 0.3159, 0.3529, 0.2328, 0.4969, -1.2821, 0.8385, -1.4194, 0.2675, -0.7491, -0.4704, -1.0386, -0.5407, -0.1629, 0.1352, 0.3407, 0.2747, -0.4877, 0.5984, 0.4969, 0.2832, 0.3909, 0.3731